1) Here is 2 unconnected molecules or ions with the total composition C2H5FO2 from the OMol25 dataset. Energies are from the ωB97M-V functional and the def2-TZVPD basis.

## Properties
Net charge: 0
Highest occupied orbital energy in Eh: -0.322

Each line ends with the Löwdin charge.
Cartesian coordinates (Å):
C: -0.51900 1.25734 0.67048  0.083
C: 0.08692 -0.60121 -0.41829  -0.531
O: 1.06771 -0.17843 -1.18346  0.103
O: 0.35431 -1.68020 0.33609  0.122
F: -1.08427 -0.66523 -1.20936  0.005
H: -0.79123 1.71715 -0.21103  -0.023
H: -1.41490 0.89414 1.17337  0.022
H: 0.44382 1.56453 1.07321  0.025
H: 1.81147 -0.69805 -1.43251  0.111
H: 0.04516 -1.61004 1.20151  0.083

2) Here is 2 unconnected molecules or ions with the total composition C2H5FO2 from the OMol25 dataset. Energies are from the ωB97M-V functional and the def2-TZVPD basis.

## Properties
Net charge: 0
Highest occupied orbital energy (spin up / spin down) in Eh: -0.273 / -0.297

Each line ends with the Löwdin charge.
Cartesian coordinates (Å):
C: -1.39293 0.38417 0.38873  -0.113
C: 2.24111 -0.06961 0.23318  -0.200
O: -1.85355 -0.62248 -0.38479  -0.062
O: 2.61023 -1.35093 0.00067  0.025
F: 2.95779 0.83679 -0.50913  -0.023
H: -1.26475 0.13822 1.42120  0.051
H: -1.35907 1.39403 0.02703  0.051
H: 1.16415 0.10329 0.16078  0.073
H: -1.93761 -0.34518 -1.30624  0.097
H: 3.56444 -1.38881 -0.11401  0.101

From most stable to least stable, the computed energies give 1), 2).

1) Here is 2 unconnected molecules or ions with the total composition C3H13N5 from the OMol25 dataset. Energies are from the ωB97M-V functional and the def2-TZVPD basis.

## Properties
Net charge: 0
SMILES: [H]/N=C(\C)N(N)N.CN
Highest occupied orbital energy in Eh: -0.308

Each line ends with the Löwdin charge.
Cartesian coordinates (Å):
H: 1.98283 0.48567 -1.48750  0.052
N: 1.63168 0.22543 -0.56216  0.096
C: 0.38545 0.58512 -0.42521  -0.396
C: -0.29604 1.29074 -1.58288  -0.063
N: -0.14383 0.88122 0.96371  -0.313
N: 0.77784 0.70648 2.00358  0.031
N: -0.92371 2.01313 1.15879  0.035
H: -0.23344 0.65943 -2.47491  0.075
H: 0.22046 2.22997 -1.79649  0.081
H: -1.34403 1.50240 -1.36094  0.065
H: 1.02742 -0.28547 2.00863  0.075
H: 1.65646 1.14326 1.69715  0.070
H: -1.38318 1.91136 2.06496  0.087
H: -0.30354 2.81731 1.26885  0.080
C: -0.07943 -2.76117 -0.16004  -0.202
N: -1.06807 -1.69975 -0.25015  -0.073
H: -0.24728 -3.51939 -0.92853  0.067
H: 0.92451 -2.36751 -0.32710  0.039
H: -0.12206 -3.23396 0.82409  0.066
H: -1.36252 -1.51795 -1.20592  0.067
H: -1.09950 -1.06635 0.57208  0.062

2) Here is 2 unconnected molecules or ions with the total composition C3H13N5 from the OMol25 dataset. Energies are from the ωB97M-V functional and the def2-TZVPD basis.

## Properties
Net charge: 0
SMILES: N=C(N)N.CNCN
Highest occupied orbital energy in Eh: -0.332

Each line ends with the Löwdin charge.
Cartesian coordinates (Å):
N: -2.07302 -1.78713 0.69513  0.090
C: -2.67235 -1.17547 -0.24767  -0.638
N: -2.19235 -0.05707 -0.92320  0.114
N: -3.97763 -1.49340 -0.56536  0.109
H: -1.14595 -1.38874 0.84529  0.011
H: -1.19604 0.04432 -0.95380  0.070
H: -2.58415 0.14713 -1.82560  0.079
H: -4.27728 -1.32631 -1.50492  0.078
H: -4.25118 -2.38785 -0.22230  0.083
C: 2.11443 -0.47539 1.08039  -0.146
N: 2.66707 0.86473 0.99022  -0.130
C: 1.79432 1.79678 0.28128  -0.342
N: 1.81137 1.62413 -1.15665  0.010
H: 2.73509 -1.06627 1.74556  0.075
H: 1.08787 -0.50339 1.47568  0.065
H: 2.10896 -0.96624 0.10717  0.068
H: 2.87353 1.20279 1.91686  0.093
H: 2.10557 2.81298 0.52006  0.110
H: 0.75197 1.70921 0.61873  0.103
H: 2.74173 1.75457 -1.49184  0.057
H: 1.57805 0.67063 -1.38504  0.042

From most stable to least stable, the computed energies give 2), 1).

1) Here is 3 unconnected molecules or ions with the total composition C3H8O3 from the OMol25 dataset. Energies are from the ωB97M-V functional and the def2-TZVPD basis.

## Properties
Net charge: 0
SMILES: [H][H].O=CCO.C=O
Highest occupied orbital energy in Eh: -0.379

Each line ends with the Löwdin charge.
Cartesian coordinates (Å):
H: 0.97113 2.46008 0.75521  0.055
H: 0.22898 2.41546 0.76687  0.053
O: -1.24232 1.01468 0.33873  0.002
C: -1.02102 0.20244 -0.53205  -0.258
C: -1.05777 -1.26975 -0.18862  -0.254
O: -0.85245 -1.47378 1.17855  -0.055
H: -0.81318 0.50979 -1.57624  0.135
H: -2.05660 -1.60128 -0.51701  0.132
H: -0.32048 -1.85122 -0.75564  0.122
H: -1.11579 -0.64674 1.61737  0.093
C: 1.80704 0.04967 -0.25949  -0.165
O: 2.42575 1.03293 0.05588  -0.030
H: 1.52917 -0.14264 -1.31254  0.085
H: 1.41748 -0.69493 0.45914  0.086

2) Here is 2 unconnected molecules or ions with the total composition C3H8O3 from the OMol25 dataset. Energies are from the ωB97M-V functional and the def2-TZVPD basis.

## Properties
Net charge: 0
SMILES: O=CCCO.O
Highest occupied orbital energy in Eh: -0.378

Each line ends with the Löwdin charge.
Cartesian coordinates (Å):
O: 1.15066 -1.67308 0.12599  0.053
C: 1.04486 -0.59326 -0.38950  -0.246
C: -0.12852 0.33710 -0.17862  -0.137
C: 0.22889 1.75618 -0.56562  -0.276
O: -0.83797 2.66414 -0.30250  -0.060
H: 1.80851 -0.18565 -1.07710  0.128
H: -0.96678 -0.06771 -0.74646  0.135
H: -0.40401 0.25124 0.86519  0.126
H: 1.13422 2.07049 -0.03483  0.126
H: 0.44053 1.79901 -1.62229  0.114
H: -0.57786 3.23268 0.43173  0.088
O: -1.12440 -3.17850 1.52689  -0.070
H: -0.36949 -2.68355 1.18051  -0.011
H: -1.39864 -3.72907 0.78661  0.031

From most stable to least stable, the computed energies give 2), 1).

1) Here is 3 unconnected molecules or ions with the total composition C3H8O3 from the OMol25 dataset. Energies are from the ωB97M-V functional and the def2-TZVPD basis.

## Properties
Net charge: 0
SMILES: C1CO1.C=O.O
Highest occupied orbital energy in Eh: -0.382

Each line ends with the Löwdin charge.
Cartesian coordinates (Å):
C: -1.48526 1.20235 0.23290  -0.138
C: -1.09008 0.10149 1.10694  -0.170
O: -0.21954 0.61771 0.15076  -0.132
H: -2.14195 1.00899 -0.60486  0.116
H: -1.51101 2.21316 0.62371  0.112
H: -1.46712 -0.89873 0.89984  0.117
H: -0.83813 0.30883 2.14168  0.112
C: 1.52818 -1.51276 0.47206  -0.148
O: 1.12731 -1.76385 -0.62272  0.006
H: 1.15493 -2.01947 1.37303  0.086
H: 2.31800 -0.76765 0.65858  0.095
O: 0.91891 0.65579 -2.50137  -0.067
H: 0.71820 1.12462 -1.68148  0.010
H: 0.98762 -0.27052 -2.24903  0.003

2) Here is a single C3H8O3 molecule from the OMol25 dataset. Energies are from the ωB97M-V functional and the def2-TZVPD basis.

## Properties
Net charge: 0
SMILES: OCC(O)CO
Highest occupied orbital energy in Eh: -0.362

Each line ends with the Löwdin charge.
Cartesian coordinates (Å):
O: -1.64948 -0.42672 -1.45093  -0.105
C: -0.72092 0.46536 -0.89547  -0.191
C: 0.47067 -0.43736 -0.20284  -0.354
O: -0.10466 -1.43449 0.59520  -0.072
C: 1.30511 0.49857 0.66706  -0.237
O: 0.57545 0.92420 1.79608  -0.064
H: -2.49681 -0.67247 -0.94678  0.137
H: -0.26466 0.95458 -1.77339  0.124
H: -1.08959 1.16433 -0.11502  0.127
H: 1.06507 -0.86746 -1.03225  0.144
H: -1.05496 -1.66403 0.18127  0.156
H: 2.23372 -0.01569 0.95393  0.120
H: 1.58114 1.39355 0.09252  0.127
H: 0.14991 0.11762 2.13062  0.087

From most stable to least stable, the computed energies give 2), 1).

1) Here is 2 unconnected molecules or ions with the total composition CH8FNSi2 from the OMol25 dataset. Energies are from the ωB97M-V functional and the def2-TZVPD basis.

## Properties
Net charge: 0
SMILES: FC[SiH3].N=[SiH2]
Highest occupied orbital energy in Eh: -0.358

Each line ends with the Löwdin charge.
Cartesian coordinates (Å):
F: -1.23270 -1.97220 0.28477  -0.120
C: -1.21668 -0.76405 0.84779  -0.417
Si: -2.06066 0.24814 -0.57701  0.695
H: -0.11809 -0.51343 1.12235  0.050
H: -1.81423 -0.74357 1.69589  0.026
H: -3.15611 -0.34293 -1.13515  -0.115
H: -0.97621 0.27958 -1.41966  -0.111
H: -2.49722 1.58407 -0.19195  -0.094
N: 1.83449 0.23266 0.71356  -0.276
Si: 2.86743 0.40563 -0.49573  0.588
H: 1.60910 0.82595 1.57367  0.003
H: 3.92915 1.34320 -0.88550  -0.120
H: 2.83172 -0.58305 -1.53301  -0.109

2) Here is 2 unconnected molecules or ions with the total composition CH8FNSi2 from the OMol25 dataset. Energies are from the ωB97M-V functional and the def2-TZVPD basis.

## Properties
Net charge: 0
Highest occupied orbital energy in Eh: -0.342

Each line ends with the Löwdin charge.
Cartesian coordinates (Å):
C: 1.73321 -1.46959 -1.08815  -0.318
N: -0.45078 -0.21682 1.21703  -0.297
F: 2.56327 -1.58280 -2.28098  -0.172
Si: -1.66846 0.53315 0.37761  0.253
Si: 1.79124 0.27776 -0.21037  0.888
H: 2.32646 -2.07273 -0.33062  0.073
H: 0.70072 -1.89661 -1.26198  0.088
H: -0.11479 0.46550 1.96852  -0.038
H: -1.63515 1.88012 -0.26802  -0.106
H: -2.99018 0.64694 1.13792  -0.095
H: -2.11577 -0.42555 -0.57492  -0.119
H: 1.47577 1.36431 -1.12070  -0.082
H: 2.71612 0.63949 0.88115  -0.076

From most stable to least stable, the computed energies give 1), 2).

1) Here is a single C11H11NO molecule from the OMol25 dataset. Energies are from the ωB97M-V functional and the def2-TZVPD basis.

## Properties
Net charge: 0
SMILES: [H]/N=C1/c2ccccc2[C@@H](C)[C@@H]1C=O
Highest occupied orbital energy in Eh: -0.336

Each line ends with the Löwdin charge.
Cartesian coordinates (Å):
H: 3.25692 -0.17826 1.20216  0.014
N: 2.84370 -0.16772 0.33120  0.194
C: 1.57024 -0.29134 0.26253  -0.255
C: 0.75235 0.04071 -0.91007  -0.147
C: 1.16744 0.41136 -2.14594  -0.023
C: 0.27905 1.07202 -3.02296  -0.023
C: -1.08694 1.13008 -2.53568  -0.053
C: -1.51666 0.60720 -1.34859  -0.043
C: -0.57562 0.14169 -0.50654  -0.220
C: -0.83155 -0.11546 0.88457  -0.222
C: -1.86131 -1.22347 1.22528  -0.046
C: 0.67382 -0.66789 1.43918  -0.116
C: 1.18295 -0.01581 2.66458  -0.272
O: 2.02234 -0.41177 3.39254  0.092
H: 2.31340 0.28542 -2.32950  0.150
H: 0.53397 1.44103 -3.96668  0.077
H: -1.76160 1.59591 -3.23013  0.094
H: -2.53520 0.58639 -0.95906  0.123
H: -1.18644 0.83941 1.37229  0.163
H: -2.84636 -1.00139 0.65203  0.106
H: -1.98662 -1.08633 2.21559  0.028
H: -1.62775 -2.29231 0.99520  0.100
H: 0.55193 -1.70465 1.44294  0.128
H: 0.66794 1.00519 2.87504  0.151

2) Here is 2 unconnected molecules or ions with the total composition C11H11NO from the OMol25 dataset. Energies are from the ωB97M-V functional and the def2-TZVPD basis.

## Properties
Net charge: 0
SMILES: CC(=C=O)c1ccccc1.C=C=N
Highest occupied orbital energy in Eh: -0.308

Each line ends with the Löwdin charge.
Cartesian coordinates (Å):
C: 1.29965 0.22323 -2.21457  -0.012
C: 0.87971 -0.70363 -1.03968  -0.228
C: 1.64881 -1.65256 -0.58857  -0.202
O: 2.40331 -2.51043 -0.30797  0.167
C: -0.50996 -0.53091 -0.45176  -0.195
C: -0.85258 -1.23147 0.75043  -0.029
C: -2.03255 -0.98737 1.42012  -0.097
C: -2.98135 -0.15259 0.87740  -0.111
C: -2.66507 0.47146 -0.27657  -0.090
C: -1.43876 0.32505 -0.93975  -0.049
H: 0.63377 -0.32288 -2.94275  0.106
H: 2.24737 0.05582 -2.70435  0.075
H: 1.11640 1.26040 -2.06804  0.067
H: 0.11995 -1.76474 1.18420  0.152
H: -2.20738 -1.55156 2.30240  0.095
H: -3.94135 0.05822 1.39429  0.120
H: -3.30525 1.30237 -0.61293  0.115
H: -1.39924 0.79004 -1.83225  0.074
C: 1.13180 1.79220 1.53783  -0.006
C: 2.10363 0.94498 1.26094  -0.296
N: 3.16597 0.35759 1.25101  0.158
H: 0.37933 1.64190 2.32886  0.067
H: 1.07135 2.72195 0.96952  0.057
H: 3.13243 -0.53707 0.70220  0.060

From most stable to least stable, the computed energies give 1), 2).